Entry 1:
Formula: C5H10N2
Source: the Open Molecules 2025 dataset
Level of theory: the ωB97M-V functional and the def2-TZVPD basis

```
17
Properties=species:S:1:pos:R:3:lowdin_charge:R:1
C -1.819 0.159 -0.021 -0.170
C -0.792 0.081 1.112 -0.117
C -0.707 0.323 -1.076 -0.125
C 1.406 -1.005 -0.039 -0.205
C 0.346 0.120 0.047 -0.450
N 2.471 0.052 -0.135 -0.008
N 1.521 1.112 0.259 0.085
H -2.262 -0.812 -0.165 0.104
H -2.351 1.102 -0.079 0.105
H -0.762 1.101 1.590 0.117
H -0.616 -0.664 1.952 0.123
H -0.391 -0.541 -1.784 0.122
H -0.821 1.332 -1.647 0.133
H 1.391 -1.517 0.964 0.076
H 1.282 -1.466 -1.035 0.095
H 3.261 -0.042 0.604 -0.012
H 1.526 1.938 -0.405 0.126
```

Net charge: 0
2S+1: 3
Energy above the lowest of the compared OMol25 structures with the same formula, charge and spin: 422.1 kJ/mol
Kohn-Sham gap (spin up / spin down): 3.696 / 8.511 eV
HOMO level (spin up / spin down): -3.0 / -11.1 eV
⟨S²⟩: 2.0063

=====

Entry 2:
Formula: C43H69Br51N2O3P
Source: the Open Molecules 2025 dataset
Level of theory: the ωB97M-V functional and the def2-TZVPD basis

```
169
Properties=species:S:1:pos:R:3:lowdin_charge:R:1
C -2.816 -1.563 6.073 -0.193
C -2.877 -0.785 4.664 -0.247
C -4.217 0.123 4.517 -0.204
C -5.238 -0.420 3.397 -0.212
C -6.024 0.769 2.643 -0.199
C -5.329 1.217 1.239 -0.180
C -4.388 2.524 1.397 -0.236
C -4.127 3.316 0.015 -0.202
C -2.688 2.891 -0.626 -0.194
C -1.453 3.750 -0.007 -0.204
C -0.602 2.950 1.105 -0.179
C 0.851 2.429 0.555 -0.221
C 2.002 3.399 1.112 -0.182
C 3.485 2.771 1.167 -0.126
C 3.653 1.305 0.532 -0.197
C 3.268 0.022 1.473 -0.020
C 3.203 -1.098 0.304 -0.402
O 2.427 -2.215 0.788 -0.103
C 4.732 -1.624 0.250 -0.135
C 4.927 -3.115 -0.315 -0.217
C 4.794 -3.267 -1.917 -0.147
C 3.545 -4.197 -2.384 -0.238
O 2.338 -3.962 -1.617 -0.188
C 2.843 -0.380 -1.078 -0.255
P 1.059 -0.211 -1.692 0.996
C -0.135 -1.425 -0.879 -0.284
C 1.127 -0.789 -3.529 -0.391
C 1.072 0.508 -4.486 -0.190
N 3.341 1.068 -0.926 -0.075
O 4.449 1.042 -1.783 -0.023
C 4.946 2.387 -1.971 -0.135
N 5.733 3.314 -1.921 0.215
H -3.306 -0.968 6.930 0.004
H -1.730 -1.802 6.405 0.072
H -3.397 -2.547 5.943 0.069
H -1.911 -0.158 4.538 0.100
H -2.870 -1.588 3.830 0.097
H -4.751 0.211 5.530 0.112
H -3.858 1.180 4.232 0.052
H -4.690 -1.133 2.671 0.102
H -6.054 -1.060 3.922 0.114
H -6.054 1.667 3.379 0.107
H -7.114 0.443 2.503 0.105
H -6.125 1.378 0.413 0.107
H -4.684 0.327 0.905 0.101
H -4.865 3.290 2.134 0.051
H -3.351 2.271 1.830 0.083
H -4.999 3.113 -0.714 0.080
H -4.124 4.439 0.234 0.028
H -2.769 3.127 -1.754 0.100
H -2.479 1.769 -0.538 0.103
H -1.941 4.645 0.544 0.055
H -0.804 4.149 -0.861 0.105
H -0.468 3.509 2.097 0.106
H -1.214 1.993 1.349 0.098
H 0.927 1.338 0.884 0.082
H 0.829 2.568 -0.595 0.078
H 1.696 3.725 2.184 0.115
H 2.071 4.385 0.512 0.126
H 4.247 3.537 0.753 0.119
H 3.757 2.666 2.291 0.092
H 4.812 1.195 0.522 0.172
H 2.228 -0.002 1.948 0.130
H 4.038 -0.065 2.310 0.139
H 2.941 -2.542 1.574 0.098
H 5.448 -0.943 -0.352 0.129
H 5.150 -1.632 1.335 0.094
H 4.252 -3.908 0.159 0.072
H 6.011 -3.421 -0.040 0.058
H 4.836 -2.266 -2.493 0.102
H 5.735 -3.848 -2.271 0.122
H 3.809 -5.323 -2.371 0.121
H 3.284 -3.959 -3.489 0.117
H 1.720 -4.731 -1.710 0.057
H 3.406 -0.735 -2.007 0.120
H -0.007 -1.534 0.259 0.050
H -1.249 -1.204 -1.074 0.059
H 0.047 -2.484 -1.323 0.050
H 0.182 -1.424 -3.694 0.087
H 2.067 -1.447 -3.686 0.081
H 0.805 0.125 -5.545 0.005
H 0.209 1.174 -4.095 0.079
H 2.078 1.058 -4.478 0.069
H 2.765 1.814 -1.383 0.164
C 7.853 -3.040 3.170 -1.576
Br 8.466 -1.854 1.762 0.576
Br 7.370 -2.065 4.775 0.554
Br 6.415 -4.193 2.568 0.621
H 8.693 -3.687 3.431 -0.096
C -1.064 0.432 -8.706 -1.561
Br -1.040 -0.686 -10.291 0.547
Br -1.430 -0.599 -7.103 0.530
Br 0.561 1.478 -8.535 0.566
H -1.887 1.137 -8.827 -0.066
C -5.177 -1.260 -10.494 -1.601
Br -5.158 0.601 -11.045 0.542
Br -4.997 -1.445 -8.571 0.533
Br -6.739 -2.195 -11.166 0.576
H -4.305 -1.734 -10.943 -0.038
C -3.537 5.989 4.196 -1.557
Br -4.769 6.938 5.356 0.591
Br -3.657 4.068 4.439 0.617
Br -3.758 6.500 2.337 0.585
H -2.530 6.285 4.490 -0.022
C 6.779 1.756 6.005 -1.613
Br 8.504 1.701 5.121 0.560
Br 6.901 2.527 7.780 0.603
Br 5.440 2.651 4.920 0.558
H 6.451 0.724 6.128 -0.072
C 1.770 -3.595 -10.899 -1.593
Br 3.065 -5.038 -10.967 0.563
Br 0.333 -3.855 -12.176 0.525
Br 1.095 -3.314 -9.102 0.527
H 2.292 -2.684 -11.189 -0.020
C -3.324 4.664 -9.270 -1.584
Br -4.697 3.432 -8.673 0.522
Br -2.550 5.654 -7.791 0.568
Br -1.965 3.770 -10.329 0.576
H -3.808 5.391 -9.921 -0.024
C 6.299 -0.721 9.875 -1.624
Br 7.596 -2.162 9.808 0.561
Br 4.876 -0.972 8.580 0.541
Br 5.605 -0.457 11.666 0.580
H 6.824 0.193 9.598 -0.084
C -5.874 5.191 8.802 -1.615
Br -4.950 5.844 10.377 0.569
Br -5.216 3.452 8.248 0.539
Br -7.798 5.190 9.043 0.541
H -5.654 5.887 7.992 -0.095
C 10.747 -5.840 5.224 -1.599
Br 11.361 -4.653 3.815 0.588
Br 10.265 -4.864 6.830 0.563
Br 9.308 -6.993 4.621 0.565
H 11.585 -6.486 5.484 -0.025
C -2.741 8.832 -0.876 -1.596
Br -4.295 9.808 -0.250 0.575
Br -1.184 9.165 0.233 0.557
Br -3.105 6.934 -1.053 0.564
H -2.509 9.206 -1.872 -0.026
C -9.973 8.393 7.418 -1.612
Br -10.482 10.251 7.645 0.571
Br -11.039 7.514 6.056 0.565
Br -8.073 8.202 7.079 0.514
H -10.181 7.888 8.360 -0.030
C 1.606 -7.156 1.150 -1.563
Br 0.023 -7.817 2.057 0.564
Br 1.627 -7.654 -0.725 0.577
Br 1.826 -5.243 1.389 0.654
H 2.465 -7.637 1.617 -0.020
C -1.134 -11.122 -1.946 -1.604
Br 0.591 -11.186 -2.832 0.550
Br -1.002 -10.359 -0.167 0.517
Br -2.465 -10.211 -3.024 0.563
H -1.470 -12.151 -1.828 -0.026
C 2.586 -5.716 -15.649 -1.608
Br 1.015 -6.386 -14.729 0.532
Br 2.599 -6.228 -17.520 0.567
Br 2.791 -3.800 -15.424 0.542
H 3.452 -6.186 -15.184 -0.025
C -2.020 -2.138 9.869 -1.600
Br -2.004 -0.275 9.322 0.578
Br -1.854 -2.324 11.793 0.570
Br -3.573 -3.080 9.185 0.587
H -1.142 -2.607 9.427 -0.026
C -5.905 0.867 -5.127 -1.582
Br -4.186 0.805 -6.025 0.464
Br -5.764 1.642 -3.353 0.569
Br -7.248 1.762 -6.203 0.566
H -6.234 -0.164 -4.999 -0.021
```

Net charge: +1
Kohn-Sham gap: 7.707 eV
HOMO level: -11.2 eV

=====

Entry 3:
Formula: C5H16N2
Source: the Open Molecules 2025 dataset
Level of theory: the ωB97M-V functional and the def2-TZVPD basis

```
23
Properties=species:S:1:pos:R:3:lowdin_charge:R:1
C -1.732 -0.130 0.203 -0.548
C -1.711 -1.244 1.245 -0.073
C -2.495 1.103 0.654 -0.071
N -2.153 -0.530 -1.118 0.032
H -0.610 0.216 0.145 0.018
H -1.780 -1.435 -1.376 0.071
H -3.162 -0.547 -1.209 0.071
H -1.305 -0.890 2.194 0.076
H -2.100 1.481 1.597 0.078
H -2.727 -1.611 1.423 0.076
H -1.097 -2.078 0.900 0.072
H -3.553 0.859 0.808 0.077
H -2.429 1.890 -0.097 0.077
C 2.817 0.654 -0.946 -0.167
C 3.654 -0.214 -0.034 -0.152
N 0.715 0.332 -0.373 -0.014
H 1.780 0.998 -0.295 0.012
H 0.380 0.550 -1.320 -0.002
H 3.208 1.671 -1.058 0.084
H 2.689 0.231 -1.939 0.076
H 3.733 0.223 0.964 0.071
H 3.209 -1.204 0.063 0.068
H 4.668 -0.326 -0.429 0.069
```

Net charge: 0
Energy above the lowest of the compared OMol25 structures with the same formula, charge and spin: 459.5 kJ/mol
Kohn-Sham gap: 8.627 eV
HOMO level: -8.3 eV

=====

Entry 4:
Formula: C16H30N2OOsP2
Source: the Open Molecules 2025 dataset
Level of theory: the ωB97M-V functional and the def2-TZVPD basis

```
52
Properties=species:S:1:pos:R:3:lowdin_charge:R:1
Os 0.307 0.826 -0.494 1.138
P -1.226 -1.743 2.795 0.938
P 1.834 1.356 -2.018 0.579
N -1.282 0.619 -1.262 -0.271
H 0.004 -1.092 2.573 0.015
C -1.843 -0.867 4.250 -0.200
H -2.323 -1.525 4.986 0.057
H -2.571 -0.087 3.976 0.070
H -1.016 -0.359 4.780 0.064
C -0.485 -3.312 3.230 -0.210
H -1.068 -3.819 4.000 0.055
H 0.521 -3.132 3.631 0.067
H -0.367 -3.951 2.352 0.066
C -2.259 -1.670 1.293 -0.196
H -3.135 -2.339 1.343 0.064
H -1.685 -1.953 0.398 0.059
H -2.636 -0.656 1.093 0.060
C 2.152 3.144 -1.858 -0.269
H 2.820 3.516 -2.635 0.034
H 2.613 3.321 -0.884 0.044
H 1.191 3.668 -1.904 0.043
C 3.457 0.481 -1.968 -0.250
H 4.125 0.924 -2.721 0.042
H 3.284 -0.579 -2.210 0.047
H 3.914 0.561 -0.969 0.034
C 1.163 0.907 -3.663 -0.280
H 1.776 1.336 -4.465 0.034
H 0.129 1.267 -3.757 0.035
H 1.172 -0.191 -3.756 0.043
C -2.427 0.453 -1.930 -0.424
C -4.701 1.125 -2.500 -0.121
C -3.544 1.347 -1.787 -0.047
C -2.558 -0.646 -2.827 -0.074
C -3.733 -0.841 -3.527 -0.127
C -4.808 0.037 -3.379 -0.129
H -5.543 1.798 -2.352 0.096
H -3.404 2.186 -1.102 0.104
H -1.683 -1.293 -2.912 0.093
H -3.811 -1.711 -4.176 0.094
H -5.732 -0.148 -3.917 0.087
C 2.246 -0.271 1.564 -0.587
O 1.576 -0.351 0.469 -0.389
C 1.860 0.563 2.720 -0.088
H 2.703 0.696 3.414 0.083
H 1.086 0.092 3.341 0.025
H 1.501 1.558 2.444 0.058
C 3.561 -0.959 1.639 -0.086
H 4.397 -0.241 1.646 0.074
H 3.733 -1.652 0.809 0.073
H 3.608 -1.532 2.575 0.067
N -0.645 3.298 1.074 -0.061
C -0.262 2.323 0.523 -0.630
```

Net charge: 0
2S+1: 5
Energy above the lowest of the compared OMol25 structures with the same formula, charge and spin: 162.5 kJ/mol
Kohn-Sham gap (spin up / spin down): 4.158 / 6.056 eV
HOMO level (spin up / spin down): -4.5 / -6.4 eV
⟨S²⟩: 6.0338